C56H128F6NOP4 | ωB97M-V/def2-TZVPD

## Properties
* total charge: +4
* DFT total energy: -117111.8759 eV
* spin multiplicity: 2
* M: 1069.53 g/mol
* gap between HOMO and LUMO (alpha / beta): 9.31 / 2.49 eV
* <S²>: 0.754
* HOMO energy (alpha / beta): -17.538 / -17.538 eV

Geometry (Å):
P: -0.61412 -0.39756 -0.56912
F: -0.00033 -1.28344 0.67448
F: -2.18111 -0.62953 -0.28285
F: -0.59536 0.95253 0.33266
F: -0.99894 0.58174 -1.78581
F: 0.95306 -0.01907 -0.85899
F: -0.62846 -1.61944 -1.67877
C: -4.77614 1.86542 -4.53158
C: -4.16399 2.25932 -3.19772
C: -4.38919 1.15184 -2.08529
C: -5.88359 0.93322 -1.65591
P: -6.09667 -0.23479 -0.25245
C: -4.95630 0.29519 1.09976
C: -5.44334 1.47277 1.96112
C: -4.10648 2.20124 2.51264
C: -3.53674 3.10360 1.45828
C: -7.75479 -0.46750 0.41629
C: -7.82579 -1.17960 1.77853
C: -9.16170 -1.84375 2.03971
C: -9.84939 -2.43285 0.79745
C: -5.40956 -1.91456 -0.72394
C: -5.61068 -2.42601 -2.20107
C: -5.04731 -3.81712 -2.49182
C: -3.48992 -3.84784 -2.52324
H: -4.55358 2.62062 -5.28539
H: -5.85618 1.74605 -4.61740
H: -4.31456 0.91540 -4.80086
H: -4.75780 3.14830 -2.98511
H: -3.14700 2.56232 -3.44674
H: -3.91493 1.63171 -1.22919
H: -3.88254 0.20083 -2.24952
H: -6.54125 0.54699 -2.43463
H: -6.42145 1.87303 -1.53112
H: -3.91344 0.37908 0.79398
H: -4.91528 -0.60801 1.70856
H: -6.03473 1.20709 2.83734
H: -6.21487 2.11785 1.54075
H: -3.29914 1.53538 2.81749
H: -4.33479 2.84701 3.36056
H: -2.70326 3.63019 1.92315
H: -4.17869 3.88847 1.05832
H: -3.07111 2.62147 0.59872
H: -8.04417 -1.13647 -0.39417
H: -8.26147 0.47759 0.61168
H: -7.56972 -0.48029 2.57446
H: -7.14181 -2.02752 1.74230
H: -9.84126 -1.08500 2.42778
H: -9.11975 -2.57003 2.85141
H: -10.00178 -1.73171 -0.02309
H: -10.89842 -2.68254 0.95652
H: -9.34689 -3.37765 0.59022
H: -5.57612 -2.67434 0.03966
H: -4.35802 -1.66487 -0.86542
H: -5.18344 -1.80403 -2.98765
H: -6.65305 -2.38893 -2.51761
H: -5.37721 -4.03460 -3.50768
H: -5.49124 -4.43179 -1.70874
H: -2.99263 -3.24142 -1.76623
H: -3.33404 -3.42159 -3.51426
H: -3.19062 -4.88545 -2.67116
C: 5.31614 0.61652 1.16897
C: 4.29060 1.38103 2.10795
C: 4.07166 0.67209 3.48368
C: 3.25805 -0.63428 3.37480
P: 2.74732 -1.58997 4.87759
C: 1.60346 -0.51373 5.74795
C: 0.80088 0.54661 4.95315
C: -0.75337 0.36778 5.25402
C: -1.41684 -0.85980 4.67466
C: 4.19467 -2.04949 5.93281
C: 5.52265 -2.44314 5.22906
C: 6.79487 -2.70339 6.19541
C: 6.84040 -4.06248 6.94916
C: 1.73320 -3.08383 4.35148
C: 2.38016 -4.17159 3.45595
C: 1.31285 -5.19113 3.07849
C: 0.17533 -4.45732 2.26450
H: 5.42234 -0.42966 1.45589
H: 6.30623 1.02985 1.36126
H: 5.18295 0.77638 0.09901
H: 3.34323 1.56344 1.60069
H: 4.68080 2.39679 2.17185
H: 3.54389 1.33178 4.17242
H: 5.05248 0.36332 3.84528
H: 3.91420 -1.17751 2.69474
H: 2.36816 -0.62151 2.74548
H: 2.31009 -0.01936 6.41457
H: 0.96306 -0.98547 6.49323
H: 0.89140 0.58606 3.86763
H: 1.14401 1.53714 5.25183
H: -1.23617 1.14234 4.65816
H: -0.93603 0.27619 6.32470
H: -2.49614 -0.75980 4.55974
H: -1.24166 -1.79336 5.20933
H: -1.09800 -1.02006 3.64473
H: 3.97699 -2.94210 6.51929
H: 4.31832 -1.21682 6.62524
H: 5.92070 -1.62314 4.63134
H: 5.36148 -3.33287 4.62037
H: 6.84918 -1.84357 6.86314
H: 7.71301 -2.69010 5.60808
H: 7.79622 -4.02246 7.47158
H: 6.87333 -4.91958 6.27656
H: 6.03969 -4.21553 7.67272
H: 1.25529 -2.46829 3.58937
H: 1.12383 -3.40812 5.19505
H: 3.22966 -4.67376 3.91885
H: 2.98867 -3.81032 2.62691
H: 1.03076 -5.68488 4.00840
H: 1.86423 -5.92028 2.48482
H: 0.39311 -3.57299 1.66563
H: -0.57583 -4.16805 2.99947
H: -0.36157 -5.08829 1.55619
C: -0.81155 0.68346 -5.43111
C: 0.42259 1.49619 -5.10008
C: 0.74685 1.66932 -3.60338
C: 2.10121 2.46974 -3.31469
P: 1.87000 3.70851 -2.06555
C: 3.49876 4.62404 -1.87015
C: 4.01618 5.17623 -3.23276
C: 5.26309 5.91640 -2.97293
C: 5.77069 6.84435 -4.02258
C: 0.67200 4.91403 -2.69576
C: 0.65183 6.42665 -2.23511
C: -0.66801 7.05131 -2.85930
C: -1.87974 6.86474 -1.93020
C: 1.28075 3.07397 -0.44401
C: 1.51301 3.86016 0.85624
C: 0.50449 3.73021 1.90702
C: 0.63257 4.66061 3.15634
H: -0.88681 0.82756 -6.50892
H: -1.70324 1.14688 -5.00895
H: -0.74298 -0.39587 -5.29529
H: 1.20725 0.95531 -5.62909
H: 0.36720 2.39740 -5.71069
H: -0.00414 2.36405 -3.22724
H: 0.74675 0.66811 -3.17247
H: 2.82772 1.73978 -2.95769
H: 2.52375 3.03468 -4.14559
H: 4.20881 3.87013 -1.53023
H: 3.26345 5.32873 -1.07256
H: 3.21506 5.75233 -3.69583
H: 4.27246 4.39485 -3.94820
H: 6.02643 5.13849 -2.95663
H: 5.14373 6.37537 -1.99150
H: 5.75208 6.33401 -4.98554
H: 6.79996 7.06636 -3.74075
H: 5.20089 7.76909 -4.11356
H: 0.72158 4.97034 -3.78318
H: -0.22370 4.31336 -2.53760
H: 0.59276 6.42204 -1.14672
H: 1.53503 6.97087 -2.56963
H: -0.30708 8.07238 -2.98277
H: -1.01858 6.79856 -3.85995
H: -2.21789 5.82852 -1.92726
H: -2.63684 7.61293 -2.16494
H: -1.78529 7.17703 -0.89017
H: 1.71110 2.08870 -0.26477
H: 0.22842 2.92770 -0.68755
H: 1.65176 4.91959 0.64070
H: 2.41421 3.37836 1.23547
H: 0.49364 2.69228 2.23972
H: -0.46574 4.01238 1.49821
H: 1.60991 4.65877 3.63893
H: -0.00364 4.21343 3.92013
H: 0.27831 5.66845 2.93986
C: 3.50412 -2.02333 -1.15014
C: 2.60646 -2.32020 -2.33747
N: 2.93939 -3.56038 -3.18352
C: 1.92909 -3.78962 -4.30189
C: 4.28143 -3.32236 -3.82805
C: 4.72881 -4.66503 -4.58712
C: 2.84329 -4.86645 -2.27943
C: 1.62584 -5.04140 -1.46145
O: 0.61746 -5.66699 -2.18382
C: -0.33926 -6.38446 -1.39688
H: 3.52255 -2.85453 -0.44525
H: 3.10733 -1.21664 -0.53375
H: 4.50064 -1.68462 -1.43355
H: 2.51067 -1.52695 -3.07888
H: 1.57345 -2.55645 -2.08216
H: 1.95120 -2.97318 -5.02371
H: 0.90566 -3.81132 -3.92741
H: 2.09131 -4.80477 -4.66419
H: 5.05036 -3.11393 -3.08414
H: 4.23259 -2.51729 -4.56125
H: 4.07422 -5.28499 -5.19971
H: 5.14797 -5.40775 -3.90831
H: 5.45855 -4.37935 -5.34472
H: 3.74310 -4.75001 -1.67537
H: 3.06724 -5.66736 -2.98404
H: 1.12811 -4.14688 -1.08701
H: 1.87833 -5.61018 -0.56655
H: -0.83933 -5.61184 -0.81284
H: 0.01996 -7.09021 -0.64790
H: -1.02339 -6.84062 -2.11241

=====

C56H144N8O18 | ωB97M-V/def2-TZVPD

## Properties
* DFT total energy: -109170.4161 eV
* M: 1217.81 g/mol
* SMILES: COC[C@H](C)N.COC[C@H](C)N.COCCNCCOC.COCCNCCOC.COCCNCCOC.COCCNCCOC.COCCNCCOC.COCCNCCOC.CC(C)O.CC(C)O.CC(C)O.CC(C)O
* energy above the lowest of the compared OMol25 structures with the same formula, charge and spin: 266.4 kJ/mol
* gap between HOMO and LUMO: 8.89 eV
* HOMO energy: -8.360 eV

Geometry (Å):
C: 5.04854 18.08643 21.93505
O: 4.18213 17.45675 22.81359
C: 4.63388 17.59094 24.16619
C: 3.84817 16.74741 25.16622
C: 4.00790 15.28456 24.87622
N: 2.49227 17.26721 25.32757
H: 5.16034 19.16824 22.04176
H: 4.55321 17.90755 21.00169
H: 6.12412 17.68664 21.90419
H: 5.65954 17.23772 24.20239
H: 4.62223 18.62024 24.43027
H: 4.32654 16.92797 26.19002
H: 3.64723 15.11463 23.89756
H: 3.36748 14.68009 25.55953
H: 5.00536 14.90756 25.03383
H: 2.08042 16.77483 26.11053
H: 1.86518 17.02828 24.52499
C: 2.18741 9.32580 23.15281
O: 3.24163 10.01530 23.63890
C: 3.73578 9.55280 24.88464
C: 4.89163 10.47858 25.43719
C: 4.44837 11.81765 25.95860
N: 6.02624 10.57096 24.45897
H: 1.68311 10.01208 22.44798
H: 1.46604 8.96438 23.87875
H: 2.48683 8.44420 22.58886
H: 2.79629 9.45546 25.52311
H: 4.13887 8.49295 24.88691
H: 5.32011 9.89790 26.22773
H: 3.97764 12.37823 25.17196
H: 5.34034 12.44741 26.24617
H: 3.62660 11.76767 26.68217
H: 6.68116 11.23321 24.92210
H: 5.62380 11.07051 23.72040
C: -6.26027 13.53339 30.49133
O: -5.12787 13.92514 29.79681
C: -4.05372 13.09636 30.07863
C: -2.75222 13.46325 29.27731
N: -2.55571 12.60444 28.16116
C: -3.33470 12.73156 26.99124
C: -3.51814 11.41043 26.21799
O: -2.20814 11.15067 25.66431
C: -2.00139 9.72498 25.46559
H: -6.02602 13.42925 31.60957
H: -6.55053 12.51236 30.22778
H: -7.01667 14.22164 30.26022
H: -4.32810 12.06259 30.00159
H: -3.82979 13.28867 31.13708
H: -1.78832 13.48140 29.84239
H: -2.98168 14.51898 28.92106
H: -1.57766 12.48344 27.92118
H: -2.93299 13.48335 26.35905
H: -4.35226 13.03700 27.36023
H: -4.30817 11.38157 25.41245
H: -3.70050 10.63794 26.91381
H: -2.43215 9.22752 26.30464
H: -0.95138 9.56492 25.28245
H: -2.60819 9.50668 24.57386
C: 0.38335 15.11750 29.75831
O: 1.74587 15.43144 29.70612
C: 2.29373 14.63664 28.62570
C: 3.76061 14.66880 28.78021
N: 4.39525 15.97038 28.58795
C: 5.81963 15.93509 28.91847
C: 6.58322 17.08276 28.45356
O: 6.06391 18.20390 29.10464
C: 6.68901 19.47466 28.67573
H: -0.05038 15.43227 30.72663
H: 0.32612 14.02940 29.62266
H: -0.22304 15.62681 28.97442
H: 1.96418 15.01025 27.64426
H: 2.00792 13.59434 28.78134
H: 4.23030 13.98954 28.10402
H: 3.99378 14.34891 29.74223
H: 3.91773 16.69114 29.09432
H: 6.21533 14.96822 28.48360
H: 5.98108 15.82653 30.01860
H: 6.55067 17.09710 27.36646
H: 7.61709 16.90889 28.71358
H: 7.70419 19.34669 28.84212
H: 6.31910 20.29314 29.29099
H: 6.50258 19.67064 27.62813
C: 0.76177 9.55546 28.37868
O: 1.73244 10.52587 28.74955
C: 2.80020 9.94389 29.49263
C: 3.78108 10.94436 29.97705
N: 4.98956 10.21853 30.40132
C: 6.02342 10.19498 29.27919
C: 6.66964 11.53466 29.01624
O: 7.50528 11.84824 30.17191
C: 8.45121 12.86131 29.86948
H: -0.07030 10.03641 27.89374
H: 0.35182 9.00115 29.24074
H: 1.16726 8.78224 27.65384
H: 3.25747 9.14080 28.96928
H: 2.35797 9.45684 30.34580
H: 3.36503 11.36420 30.84998
H: 4.03364 11.69002 29.22712
H: 5.38336 10.64417 31.23283
H: 5.57535 9.90110 28.35077
H: 6.78038 9.44736 29.47596
H: 5.90630 12.30202 28.84004
H: 7.26828 11.47446 28.06482
H: 9.05962 13.19938 30.73661
H: 7.98595 13.76005 29.52878
H: 9.15488 12.53206 29.07234
C: 1.29073 20.01697 19.20428
O: 0.86949 19.06225 20.24504
C: 1.76044 18.01354 20.49478
C: 1.38259 17.21834 21.68459
N: 0.11705 16.52453 21.57682
C: -0.00110 15.62667 20.42979
C: -1.17009 14.63221 20.57714
O: -1.09218 13.78840 19.42138
C: -2.16883 12.94304 19.17717
H: 2.29238 20.39959 19.38790
H: 0.60054 20.76707 19.16214
H: 1.37391 19.47305 18.27340
H: 2.74305 18.33899 20.70103
H: 1.84258 17.26514 19.65438
H: 1.32654 17.86698 22.55591
H: 2.21527 16.51971 21.79853
H: -0.58921 17.25297 21.57637
H: 0.86921 15.01078 20.20583
H: -0.23978 16.17124 19.50002
H: -2.09480 15.21926 20.67406
H: -0.92297 14.11318 21.49388
H: -2.05172 12.41555 18.25640
H: -3.11230 13.50940 19.02943
H: -2.30927 12.23640 20.01219
C: -11.36091 16.45310 20.06907
O: -10.42256 16.77381 20.96187
C: -9.15069 17.03564 20.40518
C: -8.23137 17.48234 21.53990
N: -7.92161 16.38662 22.47881
C: -7.12000 16.91024 23.53495
C: -6.83407 15.86223 24.58802
O: -6.08907 16.46621 25.55406
C: -5.73516 15.63783 26.62607
H: -11.29668 17.10230 19.19783
H: -12.30774 16.44520 20.52495
H: -11.24699 15.39855 19.75074
H: -9.27758 17.80107 19.59298
H: -8.77428 16.10932 19.94190
H: -8.69819 18.36959 21.97256
H: -7.33796 17.84824 20.98183
H: -8.81680 16.03694 22.75858
H: -7.59951 17.75427 24.04307
H: -6.17030 17.35408 23.17748
H: -6.30201 15.04654 24.07765
H: -7.80298 15.48131 25.03324
H: -4.96425 14.96096 26.28926
H: -6.63176 14.99032 26.87711
H: -5.63541 16.18032 27.55055
C: -1.54677 17.51375 27.82067
O: -0.20470 17.76320 27.63657
C: 0.43429 18.74496 28.54061
C: 1.71662 19.30339 28.04576
N: 1.47092 20.13940 26.88913
C: 2.73084 20.53157 26.22947
C: 3.36554 21.68576 26.84109
O: 3.69010 21.48257 28.24565
C: 4.50690 22.58382 28.63183
H: -1.78508 17.53513 28.86920
H: -1.82431 16.49781 27.45483
H: -2.17199 18.27581 27.35424
H: 0.44876 18.15606 29.47532
H: -0.25760 19.61241 28.57348
H: 2.45595 18.56210 27.84470
H: 2.21124 19.93543 28.83298
H: 0.90719 19.57838 26.19771
H: 2.53736 20.90239 25.19792
H: 3.43628 19.67849 26.17900
H: 2.75497 22.63579 26.61667
H: 4.30710 21.82184 26.33369
H: 4.53142 22.54615 29.70400
H: 4.16949 23.54795 28.33426
H: 5.49977 22.29677 28.27162
C: 4.54443 13.23841 18.42686
C: 4.46134 13.88467 19.82790
C: 5.08244 13.03753 20.99348
O: 4.97991 15.15994 19.89743
H: 5.58201 13.10716 18.05609
H: 3.93081 13.83929 17.71216
H: 4.12140 12.22871 18.59806
H: 3.39226 13.93512 20.05342
H: 6.14084 12.92087 20.95417
H: 4.62893 12.06641 20.95330
H: 4.80161 13.53225 21.96997
H: 4.30887 15.74860 19.43200
C: 0.62988 13.08236 24.07644
C: 0.04037 13.88991 25.23177
C: -1.06329 14.79026 24.78159
O: -0.41080 13.00833 26.27855
H: -0.16223 12.53649 23.57835
H: 1.39449 12.38071 24.48370
H: 1.15345 13.67946 23.31290
H: 0.82741 14.45404 25.68888
H: -0.72996 15.28469 23.84762
H: -1.32884 15.54329 25.53323
H: -1.97855 14.17439 24.54894
H: -1.08312 12.37986 25.90175
C: -5.97020 12.55789 22.47415
C: -4.67189 12.48578 21.69547
C: -3.58905 11.69605 22.42745
O: -4.83818 11.78851 20.41946
H: -6.71488 13.20894 22.02800
H: -5.70227 12.88491 23.48943
H: -6.41468 11.57870 22.56106
H: -4.38121 13.46203 21.43420
H: -3.50293 11.99314 23.48569
H: -2.58860 11.91887 22.07998
H: -3.78672 10.66492 22.31574
H: -5.79057 11.63279 20.40330
C: -3.51658 16.47548 23.16670
C: -3.25388 17.52123 24.21304
C: -1.99076 18.41950 23.93549
O: -4.40786 18.33225 24.27658
H: -3.95964 17.02003 22.31877
H: -4.25005 15.71016 23.48867
H: -2.60807 15.83435 22.84906
H: -3.15914 17.10952 25.21626
H: -1.23120 17.76450 23.58792
H: -1.63575 18.81689 24.89813
H: -2.30381 19.12368 23.16046
H: -5.00492 17.90285 24.93264

=====

Question: Which of these has the lowest DFT total energy?
Answer: C56H128F6NOP4